(1)
Formula: C8H14N3O3
Source: the Open Molecules 2025 dataset
Level of theory: wB97M-V/def2-TZVPD

Its electronic energy is -702.85205 hartree. For the energy relative to the best compared isomer or geometry (same formula, charge and spin), the calculation gives 98.7 kcal per mole. The HOMO energy (alpha / beta) comes out at -12.125 / -11.263 eV. As for the molecular weight: 200.2 g mol⁻¹.

```
! wB97M-V def2-TZVPD RIJCOSX def2/J DEFGRID3
* xyz 1 1
C -0.34 2.43 0.91
C 0.87 -2.00 -0.10
C -1.72 -0.61 -1.28
C -1.54 0.98 -1.45
C -1.33 -1.06 0.14
C -0.18 1.62 -1.35
C 0.70 0.20 0.80
C 3.13 -2.84 -0.03
N 0.08 -0.97 0.43
N -0.04 1.20 1.38
N -0.73 3.39 1.77
O 0.51 -3.01 -0.67
O -0.23 2.66 -0.34
O 2.25 -1.77 0.16
H -2.78 -0.72 -1.53
H -1.14 -1.25 -1.96
H -1.92 1.09 -2.50
H -2.31 1.38 -0.67
H -1.87 -0.41 0.92
H -1.62 -2.03 0.33
H 0.59 1.67 -2.02
H 1.85 0.47 0.76
H 4.04 -2.49 -0.44
H 2.47 -3.48 -0.72
H 3.22 -3.31 0.89
H -0.30 1.17 2.42
H -0.59 3.33 2.78
H -1.06 4.35 1.39
*
```

(2)
Formula: H39O20
Source: the Open Molecules 2025 dataset
Level of theory: wB97M-V/def2-TZVPD

Its electronic energy is -1528.17340 hartree. For the energy relative to the best compared isomer or geometry (same formula, charge and spin), the calculation gives 117.3 kcal per mole. The HOMO energy comes out at -7.019 eV. As for the molecular weight: 359.3 g mol⁻¹.

```
! wB97M-V def2-TZVPD RIJCOSX def2/J DEFGRID3
* xyz -1 1
O 1.78 -0.84 -1.26
H -0.93 -4.62 2.37
O 2.45 5.14 0.92
H 2.33 4.22 0.71
H 1.72 5.41 1.48
O 0.66 1.36 -0.71
H -2.47 -0.03 -0.99
H -0.29 1.15 -0.68
O -5.91 -1.43 0.39
H -6.01 -0.59 -0.09
H 0.31 2.02 1.58
O 1.04 1.42 1.74
H 1.29 0.04 -1.07
H 1.11 1.03 0.79
O 0.28 3.90 -0.92
H 1.13 -1.52 -1.05
H -5.03 -1.50 0.78
O -3.28 -2.71 3.01
H -2.52 -2.74 2.45
H -4.13 -2.37 2.73
O 0.36 3.03 -4.16
H 0.37 4.22 -1.81
H -2.26 -3.97 -1.29
O 2.29 -1.94 2.08
H 2.19 -1.56 1.20
H 2.02 -1.22 2.65
O -1.77 -0.25 -4.48
H -1.34 0.61 -4.66
H -0.93 -0.73 -4.44
O 4.51 2.23 -0.93
H 4.69 -0.05 0.14
H 3.97 2.13 -0.13
O -0.46 -3.79 2.38
H 2.48 -3.67 0.84
H 0.36 2.90 -0.85
O 4.56 -0.44 1.05
H 3.63 -0.10 1.21
H -0.16 2.67 -3.43
O -2.78 -0.77 -0.46
H 0.80 3.68 -3.59
H -2.93 -0.46 0.42
O -0.31 5.00 1.46
H 0.07 4.09 1.46
H -0.06 5.01 0.52
O -1.91 1.17 1.43
H -1.30 0.42 1.55
H -2.45 1.76 1.95
O 2.16 -3.92 -0.01
H 5.38 2.51 -0.61
H 1.91 -3.14 -0.51
O -2.88 -4.53 -0.79
H -3.75 -4.19 -0.99
H 0.39 -3.71 1.93
O -1.18 -1.17 2.47
H -1.76 -1.57 3.20
H -0.68 -1.98 2.30
O 0.96 -2.16 -3.26
H 0.87 -1.25 -3.60
H 1.43 -2.20 -2.39
*
```

(3)
Formula: C3H4BrF
Source: the Open Molecules 2025 dataset
Level of theory: wB97M-V/def2-TZVPD

Its electronic energy is -2790.49047 hartree. For the energy relative to the best compared isomer or geometry (same formula, charge and spin), the calculation gives 46.1 kcal per mole. The SMILES is FC/C=C\Br. The HOMO energy comes out at -9.398 eV. As for the molecular weight: 139.0 g mol⁻¹.

```
! wB97M-V def2-TZVPD RIJCOSX def2/J DEFGRID3
* xyz 0 1
C 0.99 -0.99 -0.73
C 0.38 0.05 -0.03
C -1.08 0.83 0.58
F -0.75 1.16 1.87
Br 0.07 -1.92 -2.09
H 2.11 -1.18 -0.65
H 1.11 0.40 0.72
H -1.68 -0.03 0.38
H -1.16 1.68 -0.04
*
```

(4)
Formula: C5H13NO
Source: the Open Molecules 2025 dataset
Level of theory: wB97M-V/def2-TZVPD

Its electronic energy is -328.31708 hartree. For the energy relative to the best compared isomer or geometry (same formula, charge and spin), the calculation gives 1.1 kcal per mole. The SMILES is CC(N)=O.CCC. The HOMO energy comes out at -9.845 eV. As for the molecular weight: 103.2 g mol⁻¹.

```
! wB97M-V def2-TZVPD RIJCOSX def2/J DEFGRID3
* xyz 0 1
C -2.42 -1.41 -0.99
C -2.41 -0.79 0.40
O -3.06 0.20 0.67
N -1.69 -1.47 1.33
H -1.70 -2.22 -1.11
H -2.33 -0.65 -1.76
H -1.64 -1.03 2.24
H -0.95 -2.06 1.01
H -3.42 -1.87 -1.07
C 1.17 1.09 -0.07
C 2.10 1.87 0.83
C 1.94 0.11 -0.96
H 0.42 0.57 0.54
H 0.57 1.75 -0.70
H 2.60 2.69 0.31
H 2.88 1.21 1.23
H 1.26 -0.34 -1.69
H 2.70 0.66 -1.52
H 1.57 2.32 1.67
H 2.42 -0.64 -0.35
*
```